79
Properties=species:S:1:pos:R:3:forces:R:3:lowdin_charge:R:1 method="wB97M-V/def2-TZVPD" energy_ev=-59845.4247 orbital_gap_ev=8.02 e_homo_ha=-0.2945 largest_force_ev_per_a=7.0
C 1.79900 1.70725 -1.86562 0.500 -0.586 -0.707 -0.098
C 2.73941 0.49466 -2.15028 -1.024 0.598 1.078 -0.202
C 2.97940 -0.28943 -0.81602 0.656 -0.812 -0.325 -0.224
C 2.90427 -1.84408 -0.99731 -0.572 0.717 0.017 -0.053
B 4.29433 0.17586 -0.08768 -0.154 0.131 -1.182 -0.501
O 4.45609 1.55830 0.20665 -1.051 -0.507 0.764 0.233
B 4.24052 1.62679 1.58328 0.836 -0.212 -0.039 -0.292
O 5.00757 0.72262 2.32833 -0.151 0.492 -0.598 0.284
B 5.84244 0.00811 1.47181 0.103 -0.557 0.080 -0.713
F 7.13393 -0.05794 1.71490 0.217 -0.122 0.235 0.291
O 5.32584 -0.64467 0.36006 -0.476 0.877 0.608 0.341
H 2.26919 2.43619 -1.19424 -0.205 -0.173 -0.170 0.076
H 1.58089 2.17587 -2.83618 -0.151 0.183 0.460 0.073
H 0.86694 1.32473 -1.42526 0.192 0.312 -0.100 0.075
H 3.66161 0.87870 -2.60609 -0.143 -0.413 -0.029 0.113
H 2.18699 -0.16523 -2.83558 0.481 0.117 -0.025 0.106
H 2.13898 -0.02255 -0.14697 0.364 0.058 -0.088 0.143
H 3.18648 -2.12841 -2.02109 0.115 -0.037 0.381 0.079
H 1.84832 -2.11379 -0.83920 0.387 -0.272 -0.140 0.071
H 3.50904 -2.37367 -0.25220 -0.093 0.043 -0.288 0.061
H 3.44497 2.34301 2.08315 0.121 0.139 0.094 0.121
O -0.55469 4.62571 -1.69265 1.066 2.402 -2.736 -0.314
P -1.76957 5.53394 -1.75520 -2.975 -3.204 4.993 0.720
N -1.66246 6.15533 -0.16522 0.551 0.582 0.209 -0.333
C -2.64194 6.11017 0.89531 -0.475 0.463 -0.203 -0.140
C -0.39434 6.73793 0.25460 0.396 -0.283 -0.244 -0.127
N -2.92394 4.24945 -1.92585 -0.427 -0.565 -0.892 -0.347
C -3.67179 3.70899 -0.80949 -0.228 0.499 0.191 -0.133
C -2.48817 3.15832 -2.79552 0.292 0.068 0.012 -0.153
N -3.02142 6.66513 -2.14172 1.394 0.279 -1.464 -0.295
C -2.90443 8.08216 -1.81542 0.302 0.298 0.069 -0.113
C -4.06256 6.38700 -3.13079 -0.056 -0.079 -0.454 -0.113
H -2.58708 7.00907 1.51873 0.131 -0.009 -0.028 0.080
H -2.48798 5.24116 1.54444 -0.087 -0.007 0.012 0.084
H -3.66503 6.09574 0.51964 0.060 -0.140 -0.111 0.061
H -0.27586 7.75357 -0.14540 0.065 0.061 0.121 0.065
H 0.45753 6.14653 -0.08608 -0.085 -0.034 -0.089 0.068
H -0.31516 6.80093 1.34028 -0.192 -0.064 -0.009 0.079
H -3.02103 3.38429 0.01201 -0.066 -0.012 0.096 0.085
H -4.26367 2.84654 -1.12326 0.171 -0.013 -0.203 0.080
H -4.40491 4.42975 -0.44051 0.134 0.023 0.158 0.064
H -1.83619 2.44803 -2.27367 0.065 -0.013 -0.087 0.074
H -1.94295 3.54298 -3.65837 0.070 -0.035 0.072 0.070
H -3.35372 2.61369 -3.18349 -0.110 0.090 0.124 0.078
H -3.53930 8.32641 -0.95888 0.023 -0.028 0.016 0.088
H -3.20258 8.72591 -2.64590 -0.050 -0.165 -0.063 0.076
H -1.87979 8.36078 -1.57690 -0.059 -0.086 0.173 0.066
H -4.97643 6.05884 -2.62989 0.048 -0.068 0.002 0.087
H -3.76042 5.61951 -3.83751 -0.069 -0.109 0.154 0.074
H -4.30694 7.26752 -3.73057 0.138 0.129 0.180 0.074
O 0.41888 -3.54910 1.48107 0.245 0.303 -3.947 -0.315
P 0.32215 -5.02311 1.11510 -0.884 -1.623 6.714 0.730
N -1.26441 -5.27407 1.70930 -0.722 0.223 -0.498 -0.335
C -1.72029 -6.19518 2.72394 0.029 -0.621 -0.332 -0.140
C -2.32092 -4.39749 1.22098 0.227 0.477 -0.085 -0.129
N 1.56290 -5.50983 2.22912 1.224 -0.172 -0.078 -0.349
C 1.27735 -6.01804 3.55449 -0.353 -0.430 -0.177 -0.134
C 2.70746 -4.60266 2.29189 -0.136 0.218 -0.125 -0.151
N 0.34999 -6.62366 0.45494 0.468 1.188 -1.612 -0.293
C -0.75556 -7.14671 -0.34010 -0.317 0.135 -0.273 -0.113
C 1.58256 -7.39687 0.30439 0.419 -0.002 -0.258 -0.111
H -2.72861 -6.55940 2.49896 -0.016 0.123 -0.048 0.080
H -1.74691 -5.72070 3.71108 0.025 -0.073 0.038 0.084
H -1.10709 -7.09434 2.77884 0.148 0.116 0.010 0.061
H -2.65294 -4.70076 0.21917 -0.150 0.027 0.019 0.065
H -1.99164 -3.35850 1.16020 0.115 -0.054 -0.009 0.068
H -3.19399 -4.40943 1.87414 0.104 -0.143 0.091 0.079
H 0.64076 -5.33847 4.13485 -0.048 -0.056 0.093 0.084
H 2.20121 -6.16739 4.11731 0.105 0.170 -0.172 0.080
H 0.81814 -7.00782 3.50670 -0.180 0.094 0.053 0.064
H 2.51793 -3.74134 2.94314 0.053 0.068 -0.063 0.082
H 2.95860 -4.22505 1.29990 -0.053 0.068 0.050 0.056
H 3.59019 -5.13055 2.66370 -0.106 -0.144 0.049 0.080
H -1.33830 -7.86169 0.24774 0.001 0.033 0.027 0.089
H -0.41322 -7.65749 -1.24277 0.158 0.027 0.087 0.077
H -1.42077 -6.35559 -0.68075 -0.063 -0.022 0.196 0.067
H 1.68698 -8.09921 1.13477 0.016 0.079 0.037 0.087
H 2.46278 -6.76122 0.27568 -0.035 -0.024 0.199 0.075
H 1.59743 -7.97201 -0.62498 -0.257 0.059 -0.012 0.074